DFT (the ωB97M-V functional and the def2-TZVPD basis) results for a cluster of 10 separate species, C48H40BF4O30 in total.

Properties
Kohn-Sham gap ... 5.908 eV
ΔE to the lowest compared entry with this formula, charge and spin ... 1.128 eV
E_HOMO ... -6.882 eV
Net charge ... -1

The geometry in XYZ format:
```
123
Properties=species:S:1:pos:R:3:lowdin_charge:R:1
B 0.019 0.082 0.126 -1.32
F -1.222 -0.521 0.009 0.16
F 0.749 -0.566 1.040 0.21
F 0.725 0.062 -1.094 0.12
F -0.178 1.433 0.490 0.13
C 2.934 2.734 -6.007 0.11
C 3.803 3.980 -6.050 -0.16
C 4.336 4.496 -4.858 -0.43
O 5.074 5.480 -4.806 0.09
C 3.797 4.044 -3.605 0.15
C 2.784 2.757 -3.543 -0.06
C 2.443 2.201 -4.796 -0.41
O 1.754 1.151 -4.798 0.09
O 2.448 2.200 -2.323 0.12
O 4.305 4.453 -7.226 0.06
H 2.711 2.088 -6.851 0.12
H 4.196 4.398 -2.724 0.07
H 1.919 1.464 -2.384 0.03
H 5.022 5.179 -6.982 0.18
C 1.155 -5.384 1.033 0.10
C 0.870 -3.963 1.437 -0.06
C -0.237 -3.592 2.309 -0.33
O -0.437 -2.471 2.848 0.05
C -1.191 -4.711 2.626 0.09
C -1.000 -6.117 2.017 -0.10
C 0.244 -6.434 1.282 -0.46
O 0.473 -7.542 0.941 0.16
O -2.062 -7.068 1.948 0.05
O 1.716 -2.833 1.034 -0.02
H 2.168 -5.601 0.700 0.12
H -2.221 -4.440 3.251 0.18
H -2.789 -6.618 2.424 0.11
H 1.493 -1.785 1.077 0.11
C -1.342 3.689 -6.136 0.09
C -1.988 2.360 -6.577 -0.14
C -2.195 1.300 -5.564 -0.44
O -2.632 0.337 -6.036 0.15
C -1.789 1.566 -4.180 0.11
C -1.264 2.901 -3.737 -0.22
C -1.072 3.946 -4.734 -0.39
O -0.624 5.065 -4.414 0.08
O -1.027 3.285 -2.483 0.07
O -2.272 2.155 -7.898 0.08
H -1.067 4.378 -7.036 0.14
H -1.866 0.715 -3.396 0.15
H -0.524 2.588 -1.868 0.19
H -2.704 1.300 -7.887 0.10
C -2.827 1.807 4.563 0.12
C -1.952 0.570 4.470 -0.09
C -1.417 -0.116 5.590 -0.41
O -0.741 -1.131 5.528 0.13
C -1.830 0.408 6.871 0.07
C -2.629 1.626 7.028 -0.14
C -3.204 2.363 5.877 -0.31
O -3.948 3.403 6.010 0.06
O -3.050 2.138 8.299 0.03
O -1.486 0.122 3.203 0.03
H -3.225 2.368 3.794 0.08
H -1.528 -0.055 7.935 0.16
H -2.488 1.600 8.914 0.11
H -1.119 -0.789 2.974 0.10
C 2.184 -4.638 -2.524 0.12
C 2.110 -3.103 -2.147 -0.13
C 3.263 -2.424 -1.554 -0.37
O 3.259 -1.174 -1.320 0.06
C 4.405 -3.226 -1.404 0.09
C 4.595 -4.727 -1.748 -0.09
C 3.456 -5.349 -2.466 -0.43
O 3.517 -6.464 -2.894 0.12
O 5.612 -5.567 -1.417 0.16
O 0.928 -2.480 -2.217 0.13
H 1.342 -5.081 -3.070 0.11
H 5.244 -2.702 -0.976 0.10
H 6.203 -4.999 -1.080 0.05
H 1.103 -1.661 -1.826 0.04
C -4.511 -5.491 -0.098 0.11
C -3.432 -5.824 -1.188 -0.12
C -2.242 -4.963 -1.423 -0.45
O -1.442 -5.219 -2.260 0.13
C -2.243 -3.717 -0.735 0.10
C -3.266 -3.324 0.357 -0.07
C -4.454 -4.231 0.647 -0.46
O -5.262 -4.017 1.429 0.17
O -3.295 -2.100 0.957 0.15
O -3.469 -7.039 -1.772 0.10
H -5.250 -6.242 0.046 0.09
H -1.516 -3.025 -1.140 0.10
H -2.754 -1.492 0.674 -0.02
H -2.846 -7.104 -2.484 0.10
C 1.356 3.701 4.947 0.08
C 0.563 3.238 3.685 -0.10
C -0.625 4.039 3.233 -0.34
O -1.270 3.649 2.277 0.10
C -1.136 5.158 4.072 0.11
C -0.339 5.537 5.273 -0.08
C 0.848 4.747 5.722 -0.46
O 1.311 5.028 6.808 0.10
O -0.690 6.694 6.057 0.01
O 1.076 2.207 2.934 0.10
H 2.346 2.967 5.174 0.19
H -1.778 5.839 3.815 0.05
H -1.672 6.987 5.951 0.16
H 0.311 1.959 2.480 0.03
C -4.753 3.126 -1.295 -0.02
C -4.946 2.322 0.031 -0.42
O -6.048 2.279 0.639 0.02
C -3.731 1.614 0.563 0.00
H -4.287 4.024 -1.101 0.04
H -5.711 3.297 -1.827 0.07
H -4.431 2.402 -2.157 0.11
H -4.066 1.375 1.642 0.12
H -2.957 2.373 0.757 0.09
H -3.313 0.925 0.023 0.00
C 5.773 0.967 -0.312 -0.04
C 5.552 0.025 0.822 -0.43
O 6.444 -0.792 1.232 -0.02
C 4.094 -0.061 1.449 -0.02
H 6.820 0.808 -0.782 0.12
H 5.639 1.934 0.062 0.06
H 5.001 0.847 -1.123 0.08
H 3.384 0.451 0.796 0.05
H 4.009 0.395 2.622 0.16
H 3.958 -1.108 1.465 0.03
```

---

DFT (the ωB97M-V functional and the def2-TZVPD basis) results for the ion C14H21BrNO with charge +1.

Properties
Kohn-Sham gap ... 9.272 eV
SMILES ... Brc1cccc(OCCC[NH2+]C2CCCC2)c1
ΔE to the lowest compared entry with this formula, charge and spin ... 0.129 eV
E_HOMO ... -11.910 eV
Net charge ... +1

The geometry in XYZ format:
```
38
Properties=species:S:1:pos:R:3:nbo_charge:R:1
Br 4.634 1.995 -0.100 0.09
C 3.868 0.252 -0.050 -0.03
C 4.512 -0.777 0.620 -0.26
C 3.914 -2.023 0.659 -0.16
C 2.688 -2.252 0.052 -0.33
C 2.062 -1.215 -0.622 0.37
O 0.843 -1.304 -1.273 -0.55
C 0.014 -2.438 -1.080 -0.08
C -0.700 -2.435 0.293 -0.46
C -0.758 -1.044 0.930 -0.23
N -1.138 -0.014 -0.065 -0.53
C -1.133 1.400 0.424 -0.05
C -1.199 2.340 -0.780 -0.42
C -2.692 2.440 -1.084 -0.41
C -3.322 2.525 0.307 -0.41
C -2.407 1.694 1.228 -0.43
C 2.650 0.045 -0.671 -0.34
H 5.461 -0.605 1.099 0.24
H 4.406 -2.833 1.172 0.23
H 2.253 -3.237 0.104 0.22
H -0.718 -2.371 -1.891 0.21
H 0.572 -3.365 -1.224 0.21
H -0.181 -3.089 0.993 0.25
H -1.704 -2.837 0.159 0.23
H 0.228 -0.771 1.316 0.23
H -1.463 -1.041 1.762 0.24
H -2.066 -0.215 -0.452 0.42
H -0.429 -0.125 -0.826 0.47
H -0.219 1.531 1.006 0.23
H -0.605 1.994 -1.625 0.22
H -0.822 3.319 -0.483 0.24
H -2.929 3.309 -1.692 0.24
H -3.042 1.557 -1.624 0.19
H -3.335 3.562 0.637 0.22
H -4.347 2.163 0.316 0.23
H -2.166 2.248 2.133 0.25
H -2.895 0.771 1.540 0.21
H 2.165 0.844 -1.209 0.23
```

---

DFT (the ωB97M-V functional and the def2-TZVPD basis) results for a cluster of 2 separate species, C5H10N3S in total.

Properties
Kohn-Sham gap ... 9.613 eV
ΔE to the lowest compared entry with this formula, charge and spin ... 1.269 eV
E_HOMO ... -12.484 eV
Net charge ... +1

The geometry in XYZ format:
```
19
Properties=species:S:1:pos:R:3:nbo_charge:R:1
C -3.215 0.876 0.231 -0.04
C -3.417 -0.495 0.095 -0.46
C -0.969 0.245 -0.192 -0.28
C 2.193 0.815 -0.698 -0.66
C 1.689 -0.419 0.060 0.63
N -1.877 1.223 0.027 -0.55
N 1.532 -1.610 -0.560 -0.78
N 1.729 -0.331 1.321 -0.69
S -1.883 -1.206 -0.220 0.42
H -3.844 1.761 0.658 0.26
H -4.308 -1.108 -0.025 0.27
H 1.533 0.892 -1.652 0.27
H 2.187 1.676 -0.197 0.23
H 3.247 0.459 -1.004 0.25
H 1.742 -1.592 -1.578 0.44
H 1.379 -2.548 -0.037 0.44
H 1.604 -1.135 1.951 0.41
H 2.083 0.421 1.733 0.41
H -1.405 2.076 0.086 0.43
```

---

DFT (the ωB97M-V functional and the def2-TZVPD basis) results for the molecule C4H8N2O2.

Properties
Kohn-Sham gap ... 9.026 eV
SMILES ... C=C(N)[C@@](N)(O)C=O
ΔE to the lowest compared entry with this formula, charge and spin ... 3.389 eV
E_HOMO ... -8.301 eV

The geometry in XYZ format:
```
16
Properties=species:S:1:pos:R:3:nbo_charge:R:1
C -1.043 0.995 -0.821 -0.58
C 0.273 0.756 -0.419 0.26
N 1.067 1.746 0.052 -0.76
C 0.417 -0.602 0.185 0.24
N 0.439 -1.755 -0.659 -0.85
O 1.474 -0.646 1.111 -0.72
C -1.123 -0.465 0.824 0.37
O -1.928 -1.391 0.660 -0.62
H -1.531 0.320 -1.514 0.23
H -1.375 2.024 -0.926 0.20
H 1.738 1.495 0.772 0.42
H 0.717 2.694 0.058 0.40
H -0.117 -2.478 -0.193 0.39
H -0.020 -1.608 -1.552 0.38
H 2.109 -1.252 0.696 0.49
H -1.097 0.167 1.727 0.14
```

---

DFT (the ωB97M-V functional and the def2-TZVPD basis) results for a structure of composition CH2NOS3.

Properties
Kohn-Sham gap ... 7.121 eV
ΔE to the lowest compared entry with this formula, charge and spin ... 3.570 eV
E_HOMO ... -3.599 eV
Net charge ... -1

The geometry in XYZ format:
```
8
Properties=species:S:1:pos:R:3:nbo_charge:R:1
C -1.096 -0.004 -0.514 -0.29
N 0.605 0.481 0.031 -0.44
O 0.647 0.534 1.430 -0.59
S 1.717 -0.488 -0.712 0.16
S -2.052 0.332 0.799 -0.24
S -1.228 -0.631 -1.960 -0.13
H 1.037 -1.600 -0.783 0.06
H 0.370 1.376 1.708 0.46
```

---

DFT (the ωB97M-V functional and the def2-TZVPD basis) results for a structure of composition C42H71BeBrCl3F3KLiN4O14P3.

Properties
Kohn-Sham gap ... 1.682 eV
E_HOMO ... -6.997 eV
Net charge ... +1

The geometry in XYZ format:
```
144
Properties=species:S:1:pos:R:3:lowdin_charge:R:1
C 1.047 -4.251 2.056 0.05
C 1.618 -2.930 1.666 -0.47
O 2.754 -2.589 1.945 0.14
O 0.779 -2.067 0.947 -0.13
C 0.717 -0.750 1.574 -0.17
C -0.283 0.153 0.877 -0.15
C -1.671 -0.459 0.653 -0.16
C -2.018 -0.945 -0.766 -0.29
C -1.620 -2.490 -0.962 -0.19
C -2.600 -3.357 -1.848 -0.24
C -4.027 -3.273 -1.391 -0.19
C -4.265 -3.844 0.007 -0.10
C -4.775 -2.769 0.938 -0.47
C -5.646 -3.321 2.072 -0.16
O -5.964 -2.136 2.820 -0.32
P -6.054 -0.846 1.770 0.50
P -8.271 -0.879 1.413 0.31
N -9.052 -1.420 2.624 -0.21
O -8.771 0.712 1.174 -0.52
O -8.535 -1.783 0.089 -0.28
O -5.550 -1.786 0.376 -0.38
H 1.799 -4.773 2.616 0.10
H 0.150 -4.124 2.650 0.10
H 0.764 -4.810 1.173 0.10
H 0.501 -0.873 2.625 0.15
H 1.708 -0.303 1.506 0.12
H 0.153 0.584 -0.032 0.11
H -0.413 0.981 1.564 0.12
H -1.874 -1.245 1.366 0.11
H -2.382 0.326 0.871 0.12
H -3.098 -0.762 -0.961 0.10
H -1.409 -0.353 -1.500 0.02
H -0.614 -2.515 -1.459 0.10
H -1.464 -2.929 0.006 0.09
H -2.200 -4.360 -1.849 0.12
H -2.570 -2.996 -2.896 0.03
H -4.611 -3.867 -2.083 0.13
H -4.414 -2.261 -1.465 0.10
H -4.887 -4.726 -0.040 0.13
H -3.324 -4.190 0.427 0.11
H -3.914 -2.359 1.494 0.12
H -5.089 -4.068 2.623 0.13
H -6.620 -3.639 1.720 0.13
H -4.665 -0.447 1.946 0.03
H -6.320 0.068 2.863 0.02
H -6.020 0.433 0.662 -0.18
H -8.427 -1.667 3.383 -0.01
H -9.159 1.003 2.137 -0.14
H -9.355 -2.247 0.297 0.07
K -2.185 -1.004 -3.149 1.05
C -2.404 5.215 7.437 -0.03
C -2.784 4.139 6.642 -0.04
C -2.084 3.849 5.484 0.00
C -1.005 4.641 5.108 -0.09
C -0.639 5.736 5.896 -0.08
C -1.335 6.012 7.063 0.01
C 0.483 6.627 5.491 -0.28
O 0.809 7.573 6.171 0.12
C 1.197 6.327 4.214 -0.07
C 2.209 7.175 3.788 0.01
C 2.889 6.905 2.614 -0.05
C 2.565 5.780 1.863 -0.06
C 1.553 4.935 2.281 -0.02
C 0.859 5.207 3.452 -0.08
C -0.252 4.307 3.873 -0.28
O -0.538 3.322 3.215 0.06
H -2.950 5.433 8.344 0.11
H -3.627 3.526 6.930 0.11
H -2.375 3.010 4.869 0.12
H -1.042 6.852 7.677 0.12
H 2.460 8.046 4.376 0.12
H 3.674 7.570 2.282 0.11
H 3.103 5.568 0.948 0.10
H 1.296 4.063 1.697 0.10
Li 1.640 -1.064 -0.777 0.80
Br -6.995 0.511 -0.542 0.69
C -7.291 4.785 12.076 -0.07
C -6.903 3.552 11.288 -0.21
O -7.581 3.490 10.026 0.05
C -7.113 4.296 9.080 -0.62
O -6.178 5.047 9.188 0.11
O -7.867 4.139 7.999 0.02
C -7.545 5.010 6.914 -0.03
H -8.374 4.839 12.189 0.08
H -6.833 4.764 13.065 0.08
H -6.970 5.693 11.569 0.07
H -7.206 2.658 11.828 0.12
H -5.825 3.495 11.138 0.12
H -6.491 4.940 6.653 0.08
H -7.803 6.037 7.168 0.10
H -8.146 4.691 6.069 0.10
Cl -10.399 0.933 3.525 -0.32
O 3.549 -0.260 -5.622 -0.31
P 5.046 -0.411 -5.505 0.71
N 5.237 -2.089 -5.843 -0.34
C 4.917 -3.162 -4.926 -0.12
C 4.896 -2.442 -7.211 -0.22
N 5.197 0.090 -3.849 -0.31
C 5.704 -0.728 -2.779 -0.13
C 4.174 0.964 -3.324 -0.16
N 6.706 -0.120 -5.727 -0.31
C 7.762 -1.115 -5.843 -0.09
C 7.223 1.224 -5.476 -0.12
H 5.498 -4.048 -5.197 0.09
H 3.850 -3.431 -4.935 0.07
H 5.201 -2.936 -3.901 0.05
H 5.498 -1.860 -7.919 0.09
H 3.834 -2.259 -7.424 0.01
H 5.118 -3.489 -7.399 -0.02
H 4.936 -1.427 -2.397 0.07
H 6.014 -0.101 -1.939 0.09
H 6.589 -1.295 -3.065 0.08
H 3.302 0.352 -3.015 0.05
H 3.835 1.699 -4.047 0.07
H 4.547 1.517 -2.460 0.07
H 7.912 -1.659 -4.906 0.08
H 8.703 -0.627 -6.100 0.09
H 7.579 -1.832 -6.637 0.07
H 7.639 1.293 -4.467 0.09
H 6.443 1.978 -5.575 0.04
H 8.001 1.486 -6.195 0.09
C 3.831 -10.030 -6.935 -0.06
C 3.612 -8.548 -6.719 -0.20
O 4.700 -7.775 -7.264 0.00
C 4.645 -7.546 -8.565 -0.47
O 3.803 -7.914 -9.317 0.16
C 5.842 -6.675 -8.985 -0.56
F 6.977 -7.095 -8.432 0.18
F 5.666 -5.386 -8.599 0.04
F 6.004 -6.678 -10.293 0.19
H 4.795 -10.336 -6.528 0.09
H 3.044 -10.603 -6.448 0.08
H 3.832 -10.276 -7.996 0.08
H 3.592 -8.321 -5.655 0.12
H 2.666 -8.215 -7.143 0.12
Be 3.244 -4.528 -8.027 0.44
Cl 5.111 4.669 -5.570 0.54
C 6.121 5.828 -4.666 -0.65
C 7.230 5.151 -3.905 -0.65
Cl 6.599 4.172 -2.554 0.53
H 5.471 6.390 -4.002 0.07
H 6.542 6.516 -5.397 0.08
H 7.890 5.901 -3.474 0.08
H 7.822 4.503 -4.545 0.06
```

---

DFT (the ωB97M-V functional and the def2-TZVPD basis) results for a structure of composition C2H8F4N2O10S4Ti.

Properties
Multiplicity ... 4
Kohn-Sham gap (spin up / spin down) ... 5.903 / 10.534 eV
<S²> ... 3.752
ΔE to the lowest compared entry with this formula, charge and spin ... 0.893 eV
E_HOMO (spin up / spin down) ... -3.549 / -8.234 eV
Net charge ... -1

The geometry in XYZ format:
```
31
Properties=species:S:1:pos:R:3:nbo_charge:R:1
Ti 16.978 -3.017 32.057 0.84
N 17.415 -4.345 30.357 -1.25
S 18.355 -5.474 29.886 2.46
O 19.678 -5.100 29.464 -0.88
O 17.640 -6.545 29.232 -0.91
F 18.606 -6.124 31.335 -0.50
S 17.372 -3.540 28.843 2.38
O 16.866 -4.249 27.708 -0.85
O 18.326 -2.466 28.673 -0.87
F 16.114 -2.655 29.336 -0.51
N 15.909 -1.727 33.445 -1.24
S 14.201 -1.540 33.536 2.38
O 13.736 -0.196 33.723 -0.87
O 13.371 -2.630 33.992 -0.85
F 14.050 -1.722 31.956 -0.50
S 16.123 -1.762 34.994 2.44
O 15.644 -2.934 35.655 -0.87
O 16.173 -0.483 35.612 -0.88
F 17.710 -2.082 34.851 -0.52
C 17.180 0.259 30.976 -0.26
O 17.726 -0.280 32.186 -0.75
H 16.961 1.321 31.122 0.17
H 17.745 0.008 30.085 0.19
H 16.155 -0.125 30.886 0.17
H 16.986 -0.673 32.677 0.48
C 14.271 -5.836 31.701 -0.23
O 14.891 -4.603 31.370 -0.77
H 14.770 -6.599 31.099 0.18
H 14.414 -6.072 32.757 0.17
H 13.204 -5.818 31.490 0.18
H 15.703 -4.663 30.858 0.49
```

---

DFT (the ωB97M-V functional and the def2-TZVPD basis) results for a structure of composition C33H37CeN5O3.

Properties
Kohn-Sham gap (spin up / spin down) ... 6.548 / 6.547 eV
ΔE to the lowest compared entry with this formula, charge and spin ... 0.000 eV
E_HOMO (spin up / spin down) ... -12.755 / -12.755 eV
Net charge ... +2

The geometry in XYZ format:
```
79
Properties=species:S:1:pos:R:3:lowdin_charge:R:1
Ce 5.857 14.176 11.561 1.49
C 6.885 12.398 16.759 0.00
N 6.245 12.186 15.471 -0.09
C 5.255 11.156 15.303 0.01
C 6.630 12.893 14.438 -0.36
O 6.121 12.798 13.315 -0.09
C 7.688 13.995 14.599 -0.03
O 7.394 14.865 13.498 -0.23
C 8.180 16.023 13.436 -0.08
C 7.640 16.827 12.244 -0.33
O 6.587 16.444 11.673 -0.09
N 8.288 17.953 11.876 -0.10
C 7.798 18.868 10.839 0.00
C 9.431 18.524 12.622 0.00
H 6.699 11.517 17.355 0.10
H 6.453 13.205 17.343 0.11
H 7.970 12.535 16.707 0.11
H 4.308 11.424 15.731 0.10
H 5.585 10.187 15.756 0.13
H 5.137 10.948 14.220 0.11
H 8.653 13.505 14.566 0.16
H 7.602 14.581 15.539 0.16
H 9.216 15.736 13.295 0.15
H 8.039 16.690 14.352 0.18
H 8.686 19.206 10.257 0.11
H 7.294 19.749 11.299 0.12
H 7.088 18.393 10.175 0.09
H 9.200 19.456 13.145 0.11
H 10.213 18.836 11.912 0.11
H 9.810 17.795 13.317 0.08
C 3.485 16.613 12.427 -0.17
N 3.866 15.515 11.568 -0.11
C 3.037 15.145 10.654 -0.05
C 3.216 13.920 9.997 -0.30
C 2.454 13.278 9.004 0.00
C 3.055 12.081 8.739 -0.04
C 4.197 12.026 9.550 -0.09
N 4.268 13.109 10.354 -0.12
C 2.708 16.165 13.619 -0.23
C 3.405 15.683 14.743 -0.03
C 2.691 15.099 15.774 -0.08
C 1.302 15.030 15.716 -0.06
C 0.594 15.645 14.655 -0.04
C 1.342 16.216 13.622 -0.04
H 2.960 17.415 11.888 0.14
H 4.418 17.085 12.776 0.11
H 2.152 15.737 10.481 0.15
H 1.539 13.651 8.621 0.11
H 2.797 11.310 8.048 0.11
H 4.965 11.247 9.709 0.12
H 4.465 15.742 14.683 0.09
H 3.152 14.698 16.633 0.09
H 0.714 14.641 16.545 0.11
H -0.509 15.648 14.633 0.12
H 0.828 16.719 12.810 0.12
N 7.125 13.166 10.308 -0.06
C 7.719 12.591 9.331 -0.23
C 7.457 11.203 8.936 -0.19
C 7.233 10.902 7.570 -0.01
C 6.882 9.656 7.132 -0.07
C 6.735 8.654 8.041 -0.06
C 7.070 8.872 9.386 -0.05
C 7.389 10.142 9.835 -0.04
C 8.568 13.446 8.436 -0.21
C 9.840 13.017 8.020 -0.01
C 10.571 13.814 7.139 -0.06
C 10.087 15.033 6.708 -0.07
C 8.822 15.407 7.118 -0.07
C 8.047 14.603 7.963 -0.04
H 7.393 11.694 6.836 0.13
H 6.567 9.481 6.092 0.13
H 6.428 7.661 7.731 0.12
H 7.033 8.049 10.083 0.11
H 7.593 10.281 10.894 0.12
H 10.244 12.088 8.470 0.14
H 11.535 13.468 6.825 0.11
H 10.677 15.763 6.135 0.12
H 8.438 16.397 6.722 0.13
H 7.035 14.949 8.202 0.12
```